The following is a quantum chemistry calculation of C24H36N5O10PSe2Ti as an isolated structure at a distorted geometry, from OMol25.

XYZ file:
```
79
Properties=species:S:1:pos:R:3
Ti -0.51692 1.16504 0.73149
O -0.88106 1.06687 2.89220
C -2.07795 1.24474 3.63633
C -3.04278 2.20879 2.95167
C -4.10413 2.59498 3.98510
O -4.71740 1.47818 4.63448
C -3.75395 1.58842 1.72156
Se -2.83625 0.12197 0.77981
C -2.30139 3.50514 2.58832
Se -1.32940 3.50611 0.88795
H -0.10087 1.59579 3.25623
H -1.81015 1.62030 4.62505
H -2.53898 0.26756 3.74990
H -4.85833 3.22417 3.49725
H -3.64278 3.18325 4.77950
H -5.02937 0.87046 3.95659
H -3.92050 2.36218 0.97674
H -4.72727 1.17602 1.99773
H -1.58312 3.75490 3.37070
H -3.01674 4.32501 2.50489
O 1.75898 1.95872 -2.36312
C 1.39310 2.04765 -1.21195
O 0.12482 1.79757 -0.86488
C 2.30957 2.48840 -0.10584
C 3.46721 3.19323 -0.43774
C 4.25611 3.64988 0.59627
C 3.92563 3.50191 1.93377
C 2.74823 2.82737 2.27456
C 2.01495 2.22750 1.22831
O 1.04375 1.37890 1.55798
N 2.33025 2.77066 3.59779
O 1.08251 2.50988 3.92020
O 3.16519 3.13105 4.49421
N 5.50271 4.37300 0.25926
O 6.21733 4.73529 1.17083
O 5.75474 4.56498 -0.91558
H 3.72730 3.37181 -1.46946
H 4.54157 3.91073 2.71623
O 0.19753 -0.67184 0.06633
P 0.08635 -1.71031 -1.02656
N -1.25674 -1.51404 -1.94165
C -1.66963 -0.22867 -2.57258
C -2.11257 -0.64134 -3.96972
C -2.74413 -2.01080 -3.71794
C -1.78597 -2.65885 -2.71896
N 1.37346 -1.81775 -2.02402
C 2.72218 -1.88552 -1.39086
C 3.58498 -0.98628 -2.27209
C 2.94007 -1.12987 -3.65104
C 1.44616 -1.14082 -3.34128
N 0.06025 -3.15766 -0.25949
C 0.36565 -4.47660 -0.83626
C -0.72162 -5.37825 -0.26371
C -0.89070 -4.81476 1.14976
C -0.79713 -3.29928 0.95030
H -0.87177 0.50899 -2.55646
H -2.50697 0.18057 -2.01015
H -1.25485 -0.73721 -4.63822
H -2.80505 0.08119 -4.40247
H -2.86474 -2.61683 -4.61620
H -3.72512 -1.88133 -3.25445
H -0.98722 -3.18686 -3.24911
H -2.29261 -3.37064 -2.06772
H 3.08672 -2.91625 -1.39054
H 2.68486 -1.53984 -0.35853
H 4.63172 -1.28984 -2.25669
H 3.51491 0.05093 -1.93838
H 3.24306 -2.07256 -4.11413
H 3.19485 -0.31243 -4.32395
H 0.87284 -1.69439 -4.08507
H 1.08042 -0.11657 -3.28961
H 1.34550 -4.81853 -0.48518
H 0.40247 -4.44812 -1.92256
H -0.44557 -6.43320 -0.28319
H -1.64791 -5.25297 -0.82947
H -0.06601 -5.15965 1.77841
H -1.82529 -5.10609 1.62824
H -0.35596 -2.78678 1.80179
H -1.78106 -2.85737 0.77906
```

Output
Charge ... -1
HOMO (alpha / beta) ... -3.0 / -5.2 eV
2S+1 ... 2
Orbital gap (alpha / beta) ... 5.05 / 7.27 eV

The following is a quantum chemistry calculation of the molecule C24H36N6O4 at a distorted geometry, from OMol25.

XYZ file:
```
70
Properties=species:S:1:pos:R:3
C -3.71254 -2.70140 -1.89174
H -4.64980 -2.76286 -1.66008
H -3.52187 -3.08268 -2.97927
H -3.43007 -1.68804 -2.10952
C -2.83472 -3.58924 -1.12302
C -3.33571 -4.96048 -0.77881
H -3.34302 -5.49513 -1.63140
H -4.31510 -4.92187 -0.56016
H -2.66425 -5.37625 -0.25135
C -2.86722 -2.76576 0.39227
N -1.90703 -1.54013 0.62686
C -1.03143 -1.85493 1.47805
O -0.93411 -3.10466 2.19740
C 0.12161 -0.75051 1.81667
N 0.85919 -0.57559 0.45686
C 1.59458 0.61638 0.84185
C 2.43536 0.76455 -0.54654
N 3.23724 -0.22632 -0.85471
C 4.67747 -0.09375 -0.50795
C 5.11323 -1.29784 0.23717
C 6.41795 -1.39310 0.43533
C 7.15224 -0.18134 0.54858
C 6.72901 0.98603 -0.11054
C 5.35617 0.97030 -0.41737
O 4.93453 2.23784 -1.41800
H 5.74898 2.71502 -1.28312
H 7.36665 1.56492 -0.29903
H 8.33844 -0.13264 0.67864
H 6.77737 -2.33408 1.06764
H 4.57668 -2.26920 0.32311
C 2.51129 -1.27808 -1.08715
C 1.68701 -1.71741 0.11673
H 1.10783 -2.51911 0.09715
H 2.38835 -2.04641 1.05130
H 3.11188 -2.29290 -1.29617
H 1.81820 -1.04948 -1.80782
H 2.99266 1.85773 -0.69145
H 1.66091 1.05133 -1.13427
H 0.97881 1.52879 0.96006
H 2.28844 0.68982 1.62972
H -0.34735 -0.00184 2.23599
H 0.60183 -1.07485 2.86404
C -1.90911 -0.62758 -0.18769
C -2.49741 0.41651 0.22673
N -3.30935 0.61391 1.26872
H -3.14573 1.34855 1.84044
H -3.00762 -0.38201 1.95171
N -2.27062 1.56017 -0.51048
C -1.64875 1.86727 -1.83465
O -1.74139 2.85752 -2.33328
N -1.03475 0.66586 -2.15289
C -1.04734 -0.57605 -1.50429
O -0.32209 -1.50600 -2.05440
H -0.47798 0.57455 -2.87830
C -3.00145 2.85439 -0.07253
H -3.94360 2.76474 0.63067
H -3.49597 3.29677 -1.19636
C -2.30383 3.96850 0.55736
C -1.64018 3.56183 1.85736
H -0.83747 4.18961 2.54044
H -2.40567 3.24616 2.47435
H -1.06783 2.52655 1.80282
C -2.96893 5.25691 0.63803
H -2.54442 5.97735 1.27523
H -3.85817 4.96419 1.37946
H -3.32683 5.56062 -0.21614
H -1.37871 4.06501 -0.11451
H -3.81782 -2.10262 0.66022
H -2.90859 -3.53813 1.26670
H -1.77806 -3.30936 -0.93064
```

Output
Charge ... 0
HOMO ... -7.6 eV
SMILES ... CC(C)CN(C(=O)CN1CCN(c2ccccc2O)CC1)c1c(N)n(CC(C)C)c(=O)[nH]c1=O
Orbital gap ... 8.09 eV